52
Properties=species:S:1:pos:R:3:forces:R:3 method="wB97M-V/def2-TZVPD" total_charge=-1 gap_ev=9.467 total_energy_ev=-48250.6692
O 0.3474 0.8353 -2.6854 -0.480 1.665 -2.156
C 0.3784 0.2032 -1.6844 1.481 1.581 -5.318
O 1.4754 -0.2027 -1.2284 2.730 -2.052 2.873
B 1.0974 -0.9968 -0.0544 0.604 -0.024 -0.455
O -0.3446 -0.8158 0.0376 0.646 -3.670 3.727
C -0.7406 -0.1757 -0.9464 -5.349 4.505 0.435
O -1.7706 0.5112 -1.0404 0.842 -2.256 0.044
O 1.8044 -0.4997 1.1536 -3.164 2.067 -1.982
C 2.6344 -1.3818 1.4356 4.712 0.489 4.159
O 3.4614 -1.2108 2.3246 0.227 -1.053 -0.994
C 2.3624 -2.6167 0.7336 1.450 -2.767 4.371
O 1.5714 -2.4168 -0.1534 -4.951 2.674 -6.359
O 2.4584 -3.6847 1.2576 2.041 -2.084 0.881
O -3.6206 1.0432 -3.0424 -3.098 0.496 -0.535
H -2.8476 0.8422 -3.4984 2.363 -0.159 -2.015
H -3.3806 0.8252 -2.1784 0.417 -0.198 2.364
O 3.6104 1.8792 2.1186 0.328 1.713 -0.978
H 3.5284 0.9752 2.3416 -0.094 -1.578 0.501
H 2.9674 2.3152 2.6736 -0.191 0.049 0.364
O 1.1294 3.6872 -2.2634 0.944 1.212 0.942
H 1.8284 3.6792 -1.5984 -0.032 0.326 -0.088
H 1.2494 2.8562 -2.6884 -0.211 -1.405 -0.857
O -3.0376 -0.2598 1.6736 -0.283 -1.927 0.892
H -2.1656 -0.0148 2.0046 0.056 0.599 -0.217
H -3.4096 0.4392 1.1806 -0.152 1.249 -0.709
O -2.4416 2.9762 0.3246 0.901 2.093 0.920
H -3.3316 2.7072 0.2366 -1.045 -0.818 -0.418
H -1.8136 2.3002 0.1326 -0.043 -1.232 -0.298
O -1.4126 3.1292 -2.6234 -0.521 0.051 -0.076
H -1.4796 2.3952 -1.9914 0.073 0.381 -0.424
H -0.6186 3.6272 -2.3954 -0.229 -0.253 0.150
O -0.6226 0.6722 2.5406 -0.368 -0.739 1.373
H -0.1516 -0.1208 2.8156 -0.099 -0.024 0.045
H -0.0706 1.0362 1.8686 0.567 0.881 -0.979
O 2.5734 0.1573 4.3086 0.480 -0.292 -0.106
H 1.6494 -0.0477 4.3256 -0.960 0.144 0.356
H 2.9034 -0.5008 3.6516 0.207 0.599 0.535
O -1.4546 0.0752 -4.7944 -1.888 -1.542 -0.580
H -0.7116 0.4372 -4.3734 1.661 1.059 0.938
H -1.7216 -0.6698 -4.1874 0.448 0.943 -0.796
O -2.2946 -1.7458 -3.0924 -0.811 -0.895 0.116
H -3.0646 -1.3608 -2.6634 0.065 0.771 0.617
H -2.7906 -2.3048 -3.7024 0.512 -0.448 -0.355
O -0.1166 -4.8328 0.7016 -1.276 -0.332 -0.086
H 0.8194 -4.7238 0.7696 1.129 0.221 0.153
H -0.3406 -4.5657 -0.1924 0.018 0.065 -0.051
O 0.2664 2.3032 0.4516 0.639 -0.148 -0.087
H 0.0124 3.2192 0.3176 -0.376 0.267 0.003
H 1.2124 2.3042 0.2586 0.059 -0.199 0.120
O 1.2294 -4.3417 3.9716 -1.302 -0.612 1.044
H 2.0104 -4.5428 3.5026 1.382 -0.304 -0.988
H 1.1754 -3.3998 3.9656 -0.058 0.909 -0.017


65
Properties=species:S:1:pos:R:3:forces:R:3 method="wB97M-V/def2-TZVPD" gap_ev=9.599 total_energy_ev=-59291.6793 smiles="CC(=O)NCCCCP(N=C=O)C(F)(F)c1cccc(C(F)(F)F)c1.CNC(C)=O.CNC(C)=O"
C 6.6219 1.7037 0.2239 -0.060 -0.055 0.319
C 5.7324 0.9718 -0.7571 -0.214 0.178 -0.289
O 4.8706 1.5611 -1.3494 0.051 -0.103 0.045
N 5.9494 -0.4322 -1.0057 0.254 -0.071 0.425
C 5.7899 -1.2935 0.1928 -0.149 0.128 -0.325
C 4.5132 -2.1276 0.1010 -0.091 -0.340 0.688
C 3.2936 -1.4526 0.7694 0.678 -0.067 -0.609
C 3.3418 -1.6309 2.2889 -0.438 0.204 -0.366
P 2.0691 -0.8711 3.3895 0.113 -0.222 0.695
N 2.3877 0.8560 3.3582 0.444 -0.340 -0.782
C 2.9725 1.3501 2.4031 -0.518 0.008 0.051
O 3.4913 1.8592 1.4979 0.126 0.120 0.332
C 0.4665 -0.9806 2.3524 -0.070 0.394 0.220
F -0.5176 -1.2378 3.2861 0.082 0.073 -0.055
F 0.4946 -2.0791 1.5458 0.034 -0.114 0.052
C 0.0837 0.2458 1.5805 -0.200 0.091 -0.382
C -0.4402 1.3592 2.2379 0.118 -0.244 0.163
C -0.7905 2.4935 1.5319 0.021 -0.057 0.034
C -0.6363 2.5368 0.1485 -0.017 -0.030 0.326
C -0.1166 1.4299 -0.4990 -0.064 0.324 -0.198
C 0.0476 1.4270 -1.9972 -0.177 -0.334 0.124
F 1.3081 1.1738 -2.3684 -0.046 0.047 0.001
F -0.7245 0.4549 -2.5531 0.165 0.182 0.031
F -0.3245 2.5884 -2.5584 0.080 -0.029 0.026
C 0.2430 0.2904 0.2065 0.130 -0.151 -0.137
H 7.0735 1.0593 0.9776 0.032 -0.067 -0.099
H 6.0248 2.4629 0.7248 0.049 0.062 -0.060
H 7.4230 2.2042 -0.3216 -0.010 -0.031 -0.087
H 6.8909 -0.5540 -1.3635 -0.034 0.087 -0.057
H 6.6715 -1.9261 0.2985 -0.045 -0.069 -0.084
H 5.7437 -0.6891 1.1061 0.078 0.054 0.009
H 4.2994 -2.3863 -0.9339 0.067 0.183 -0.081
H 4.6803 -3.0776 0.6254 0.006 0.002 -0.074
H 3.3025 -0.4046 0.4608 -0.182 0.044 0.102
H 2.4023 -1.9091 0.3507 -0.113 0.033 0.160
H 3.2837 -2.6995 2.5148 -0.011 -0.004 0.075
H 4.2951 -1.2921 2.7058 0.031 0.019 0.019
H -0.5598 1.3131 3.3129 -0.048 0.112 -0.012
H -1.1828 3.3439 2.0726 -0.041 0.040 -0.094
H -0.9278 3.4263 -0.3904 0.061 -0.045 -0.118
H 0.6380 -0.5583 -0.3379 -0.011 -0.004 0.080
C -2.6626 1.8979 -5.0605 -0.109 0.293 -0.014
N -3.8288 2.7476 -4.9007 -0.021 -0.099 -0.022
C -5.1424 2.4080 -4.9936 -0.015 0.047 0.009
C -5.4638 0.9629 -5.3011 -0.050 0.016 0.002
O -6.0160 3.2428 -4.8325 -0.003 -0.027 -0.005
H -2.0702 1.8995 -4.1499 0.057 -0.084 -0.002
H -2.0428 2.2641 -5.8812 0.038 -0.099 -0.013
H -2.9601 0.8778 -5.2784 -0.015 -0.007 -0.007
H -3.6812 3.7226 -4.6931 0.007 0.001 0.000
H -6.5434 0.8575 -5.3404 -0.004 0.046 0.010
H -5.0429 0.6674 -6.2629 0.034 -0.049 0.029
H -5.0707 0.3042 -4.5259 0.036 -0.033 -0.045
C -3.4385 -2.3692 2.7918 -0.111 0.242 0.081
N -4.6068 -1.6069 3.1905 -0.002 -0.092 -0.041
C -5.9047 -2.0104 3.2407 -0.032 0.037 0.017
C -6.2029 -3.4352 2.8313 -0.047 0.015 0.009
O -6.7827 -1.2467 3.6031 0.005 -0.027 -0.007
H -2.7241 -2.4193 3.6124 0.057 -0.081 -0.031
H -2.9508 -1.8934 1.9393 0.053 -0.078 -0.020
H -3.7186 -3.3792 2.5116 -0.026 -0.004 -0.005
H -4.4738 -0.6490 3.4740 0.004 0.000 0.002
H -7.2719 -3.5977 2.9265 -0.004 0.045 0.015
H -5.9080 -3.6120 1.7963 0.040 -0.049 0.019
H -5.6777 -4.1425 3.4742 0.030 -0.027 -0.052


78
Properties=species:S:1:pos:R:3:forces:R:3 method="wB97M-V/def2-TZVPD" total_charge=+1 gap_ev=5.420 total_energy_ev=-51940.4005
C -2.7227 -0.6420 0.7683 -0.459 -0.369 -0.012
C -1.5440 -0.3783 -0.3587 -0.294 -1.500 -0.423
O -0.1958 -0.4416 0.2628 -1.199 -1.308 -0.871
C -1.7465 1.0142 -1.2211 -0.330 -0.170 -0.017
C -0.3790 1.5695 -1.9403 3.911 1.501 -1.532
C 0.6269 0.5975 -2.8573 0.847 2.705 -0.277
C 0.2980 -1.0160 -3.1444 3.025 -3.659 2.128
O 1.1506 -1.8993 -2.6181 -5.782 5.638 -3.518
O -0.8760 -1.4141 -3.9388 3.780 2.406 1.358
C -1.0798 -0.4683 -5.0566 -1.402 0.743 -2.206
N -2.0444 0.6533 -4.7074 1.563 -0.479 -0.591
C 2.0092 1.1717 -3.5371 -3.100 2.049 2.171
C 3.0556 0.2091 -4.4168 -0.014 0.380 1.604
C 4.2451 -0.2177 -3.3212 5.794 -2.528 -1.347
O 5.3837 -0.8125 -3.7402 -7.514 3.775 2.277
N 4.0383 0.1156 -1.8602 0.230 -0.796 -1.790
C 4.1044 -1.0996 -0.9616 0.144 -0.330 1.634
C 4.9160 1.2517 -1.3833 -0.246 0.800 0.679
C 2.3404 2.7775 -3.2927 -0.817 -1.795 0.136
C 3.7396 3.3236 -4.0285 -0.887 0.168 -0.248
C 3.5281 3.5212 -5.6749 0.901 -0.098 -0.285
F 3.4536 4.9471 -6.0843 -0.067 -3.251 1.239
N 1.4311 3.6651 -2.4618 -0.434 -5.648 -1.431
F 1.8386 4.9773 -2.3246 -0.680 -1.604 -0.017
C 0.1459 3.1495 -1.7807 0.603 -2.541 -1.126
B -0.6654 4.2912 -0.8775 -1.605 0.845 2.793
N -0.9819 5.7036 -1.3340 2.046 -2.690 -0.013
O -1.1175 3.9188 0.5061 1.186 2.366 -2.791
H -2.3286 -1.3753 1.6214 -0.648 1.750 -1.958
H -3.1160 0.3434 1.2660 0.922 -1.839 -0.916
H -3.6631 -1.2032 0.2955 2.098 1.350 0.840
H -1.6506 -1.2649 -1.1449 0.363 1.799 1.595
H 0.0751 -1.4162 0.3385 -0.787 2.101 -0.246
H -2.5196 0.7793 -2.0886 1.755 0.449 1.638
H -2.2767 1.7759 -0.5075 1.547 -0.983 -1.490
H -1.6105 -1.0988 -5.9183 1.390 1.134 2.122
H -0.0618 -0.0544 -5.5012 -1.964 -1.006 1.228
H -1.5305 1.5598 -4.5738 -0.934 -1.277 -0.422
H -2.8164 0.7385 -5.4045 1.163 -0.042 0.864
H 2.5622 -0.7862 -4.7847 0.692 1.967 0.922
H 3.4931 0.7494 -5.3582 -0.734 -0.949 2.029
H 3.7355 -0.7434 0.1154 0.722 -0.676 -2.382
H 3.3831 -1.9773 -1.2662 1.595 1.956 0.218
H 5.2128 -1.4476 -0.8214 -2.060 0.328 -0.430
H 5.2921 0.9886 -0.2932 -0.522 0.529 -2.442
H 5.8182 1.4934 -2.1175 -1.866 -0.574 1.714
H 4.1986 2.1954 -1.2428 1.738 -1.730 -0.431
H 4.5897 2.4930 -3.9299 -2.088 1.887 0.166
H 4.0690 4.3385 -3.5471 -0.558 -2.060 -0.967
H 2.6033 2.9305 -6.0814 1.545 1.500 0.834
H 4.4928 3.0596 -6.1929 -2.030 1.274 1.052
H -0.3501 6.3212 -0.7702 -1.012 -0.202 -0.944
H -0.7863 5.7572 -2.3576 -0.026 0.627 1.248
H -1.4194 4.7593 1.0024 0.484 -1.940 -1.340
C -5.1885 -4.0288 3.3066 0.028 0.137 0.071
C -6.3123 -3.4976 3.9389 0.138 0.064 0.016
C -6.1980 -2.3418 4.7108 0.174 -0.049 -0.095
C -4.9605 -1.7110 4.8423 -0.041 -0.128 -0.094
C -3.8375 -2.2401 4.2069 -0.166 -0.048 -0.065
C -3.9500 -3.4012 3.4426 -0.195 0.098 0.066
H -5.2773 -4.9316 2.7079 0.011 0.127 0.099
H -7.2778 -3.9854 3.8308 0.162 0.070 0.029
H -7.0724 -1.9319 5.2089 0.128 -0.059 -0.076
H -4.8722 -0.8075 5.4398 -0.004 -0.140 -0.074
H -2.8736 -1.7475 4.3082 -0.147 -0.049 0.020
H -3.0739 -3.8162 2.9522 -0.088 0.018 0.062
C -0.6785 -3.4467 7.6253 0.125 0.100 -0.117
C 0.5779 -3.0891 8.1135 -0.044 0.030 -0.150
C 1.4706 -2.3919 7.2999 -0.172 -0.026 -0.094
C 1.1026 -2.0434 6.0000 -0.102 -0.091 0.116
C -0.1553 -2.3978 5.5131 0.050 -0.070 0.219
C -1.0444 -3.1031 6.3237 0.146 0.025 0.082
H -1.3726 -3.9930 8.2585 0.105 0.083 -0.102
H 0.8620 -3.3547 9.1287 -0.041 0.036 -0.168
H 2.4520 -2.1193 7.6783 -0.145 -0.032 -0.049
H 1.7962 -1.4958 5.3675 -0.089 -0.075 0.090
H -0.4425 -2.1247 4.5007 0.049 -0.034 0.110
H -2.0222 -3.3838 5.9421 0.134 0.031 0.079


23
Properties=species:S:1:pos:R:3:forces:R:3 method="wB97M-V/def2-TZVPD" gap_ev=9.042 total_energy_ev=-31880.5692 smiles="CC(C)c1csc(C2(C(F)(F)F)N=N2)n1"
C -0.2018 1.5063 -1.9777 0.119 -3.118 -3.634
C -0.8086 1.9028 -0.6411 2.233 -0.182 -1.637
C 0.3447 2.7816 -0.0801 -1.121 -4.756 3.979
C -0.8745 0.6433 0.2003 -4.555 2.267 0.348
C -2.0139 0.2847 0.9061 -0.724 0.339 -0.389
S -1.8208 -1.1981 1.7670 1.720 0.730 -1.406
C -0.1760 -1.2017 1.0578 -0.170 0.388 1.317
C 0.8431 -2.2195 1.3260 -1.358 -0.638 -1.626
C 1.2777 -2.9600 0.0331 -0.386 -0.417 2.416
F 1.2279 -2.2425 -1.0466 0.763 0.722 -0.839
F 2.5034 -3.4247 0.3167 0.254 -0.372 -1.003
F 0.4421 -4.0004 -0.2035 0.371 -0.143 0.323
N 0.6584 -3.0935 2.4648 -0.136 -0.390 0.411
N 1.5942 -2.3328 2.5702 0.483 0.225 0.037
N 0.1392 -0.1628 0.3467 1.442 -1.841 0.264
H 0.6438 0.7449 -1.8443 -0.800 1.376 0.073
H 0.1961 2.3107 -2.7194 -0.942 -1.050 1.652
H -0.9354 0.8050 -2.6116 1.157 1.694 1.141
H -1.7374 2.4363 -0.9527 0.369 -0.433 1.352
H 1.2100 2.0248 0.2301 -1.670 1.929 -0.843
H -0.0862 3.2031 0.8095 0.516 0.852 0.574
H 0.5754 3.4095 -0.8081 1.524 3.161 -2.680
H -3.0015 0.7830 0.8570 0.911 -0.344 0.168


21
Properties=species:S:1:pos:R:3:forces:R:3 method="wB97M-V/def2-TZVPD" total_charge=-1 gap_ev="6.678 / 6.972" total_energy_ev=-15513.9279
C 2.6762 -1.8419 0.3682 1.798 -1.540 -0.590
C 1.8142 -1.1279 0.8145 -0.048 -0.278 0.321
C -1.7375 1.2533 -2.1692 -0.930 0.542 1.207
C -1.0399 1.2542 -0.8773 0.916 2.216 0.511
C -0.2044 -0.3547 -1.9666 -0.500 -4.954 -2.719
C -0.6130 -0.9314 1.6163 0.491 -0.138 -5.189
C 1.0722 0.9987 1.9336 -0.454 0.637 -2.069
C 0.8304 -0.3782 1.3476 -2.038 0.695 2.586
N -1.3178 0.1092 -2.7166 -1.461 0.233 -3.985
N -0.0785 0.2776 -0.8702 -0.261 2.211 1.518
O -1.1410 2.1097 0.0292 -0.828 -0.297 -0.440
O 0.2802 -1.4286 -2.3705 0.765 0.514 -0.006
H 3.4542 -2.5730 0.1531 -0.732 0.771 0.036
H -2.5662 1.8802 -2.5216 0.518 -0.438 0.240
H -1.3916 -0.1911 1.2691 0.948 -0.414 0.736
H -0.8283 -1.8302 0.8808 0.652 1.488 1.617
H -0.7681 -1.2171 2.5906 -0.308 -0.657 2.430
H 0.8476 1.2042 2.9473 -0.259 -0.796 1.645
H 2.1126 1.4082 1.8024 -1.156 -0.337 -0.498
H 0.2054 1.5720 1.4537 1.690 0.090 0.023
H -1.6066 -0.1931 -3.7146 1.195 0.448 2.628


8
Properties=species:S:1:pos:R:3:forces:R:3 method="wB97M-V/def2-TZVPD" gap_ev=9.373 total_energy_ev=-16493.0547
C -0.3065 -0.4061 1.2007 -1.261 0.562 -2.311
C -0.7625 0.6638 -0.8120 -4.115 3.903 -2.102
H -0.0109 0.3522 1.8363 0.079 0.822 2.298
H -0.5193 -1.4220 1.5621 -0.646 0.786 0.088
H -1.2289 1.3299 -1.6988 -0.423 -1.579 2.804
N 0.4171 0.5021 -1.1368 1.227 -1.251 0.629
O -1.4146 0.3561 0.3973 2.508 -1.566 -1.553
S 1.0356 -0.5106 0.0467 2.630 -1.677 0.146